[1]
Here is a structure of composition C26H66As2F12Mg2N3O19 from the Open Molecules 2025 dataset. Energies are from ωB97M-V with the def2-TZVPD basis set.

Calculated values
Net charge = +1
E_HOMO = -11.730 eV

Cartesian coordinates (Å):
As (0.139, 0.247, 0.118)
As (-0.825, -3.315, -3.665)
Mg (0.588, 0.698, 3.791)
Mg (-0.652, 0.347, -3.538)
F (1.765, 0.708, -0.333)
F (-2.426, -2.966, -4.294)
F (-0.232, 0.156, -1.597)
F (0.442, 0.419, 1.856)
F (-0.106, -3.091, -5.238)
F (0.619, -1.398, 0.162)
F (-0.338, 1.922, 0.111)
F (-1.520, -3.214, -2.068)
F (-1.501, -0.204, 0.530)
F (-0.511, -1.517, -3.565)
F (0.700, -3.674, -2.924)
F (-1.113, -5.010, -3.872)
O (2.676, 3.796, 2.996)
O (-0.849, 0.235, -5.416)
O (2.725, -4.197, 2.118)
O (-1.364, 0.754, 3.538)
O (0.938, 2.578, 3.462)
O (2.514, 0.291, 3.603)
O (3.986, -2.035, -0.762)
O (0.799, 4.727, 3.496)
O (-0.503, 2.288, -3.203)
O (1.308, 0.440, -3.583)
O (-0.179, 5.690, -1.296)
O (4.337, -3.096, -2.590)
O (0.153, -1.269, 4.101)
O (-2.506, 0.195, -3.441)
O (-5.440, 2.505, -2.306)
O (0.866, -5.854, 0.570)
O (3.320, -0.624, 6.198)
O (1.475, 7.046, -1.140)
O (-3.999, 4.370, -0.714)
N (3.771, -2.951, -1.524)
N (1.493, 3.724, 3.323)
N (0.789, 6.142, -0.713)
C (4.033, -3.835, 2.474)
C (-2.232, 1.895, 3.429)
C (-1.431, 3.218, -2.645)
C (-3.102, 0.560, -4.698)
C (2.260, -5.460, 2.525)
C (-1.169, -1.664, 3.695)
C (1.842, 1.778, -3.544)
C (3.435, 1.007, 4.437)
C (-0.244, -5.216, -0.027)
C (3.998, -1.563, 7.010)
C (0.864, -5.719, 1.970)
C (2.801, -3.985, -1.046)
C (1.029, -2.364, 4.407)
C (2.372, -0.499, -3.760)
C (-2.107, -0.445, 3.867)
C (-3.442, 0.038, -2.383)
C (3.174, -0.373, 2.516)
C (1.112, 5.554, 0.602)
C (0.830, 2.675, -2.873)
C (-4.822, 3.398, -0.144)
C (-2.968, 4.785, 0.133)
C (-2.210, 0.000, -5.800)
C (-5.931, 3.009, -1.099)
C (0.054, -0.025, -6.484)
C (4.215, 0.126, 5.399)
C (-6.445, 2.178, -3.228)
H (2.685, -1.292, 2.201)
H (-5.922, 1.702, -4.057)
H (-1.596, 2.670, 3.009)
H (2.908, -0.258, -4.680)
H (4.072, -3.356, 3.459)
H (-0.257, -5.434, -1.095)
H (-2.488, -0.305, 4.877)
H (2.001, -3.387, -0.622)
H (-2.517, -1.013, -6.063)
H (-1.525, -2.489, 4.311)
H (1.082, 0.131, -6.174)
H (4.708, -4.691, 2.392)
H (-7.018, 3.027, -3.621)
H (-3.236, 1.638, -4.828)
H (-0.266, -4.126, 0.054)
H (-2.930, -0.349, -1.505)
H (3.279, -2.100, 7.623)
H (-0.172, 0.505, -7.410)
H (4.384, -3.090, 1.757)
H (-4.114, 0.155, -4.737)
H (0.943, 2.660, -1.786)
H (-7.229, 1.506, -2.858)
H (-2.671, 2.181, 4.387)
H (2.786, 1.819, -3.002)
H (-1.289, 3.196, -1.565)
H (0.440, -6.627, 2.410)
H (-1.176, -5.643, 0.360)
H (2.194, 5.582, 0.701)
H (3.247, 0.346, 1.698)
H (-1.340, 4.226, -3.045)
H (3.272, -4.614, -0.298)
H (-4.223, 2.503, 0.100)
H (4.762, -1.107, 7.644)
H (4.140, 1.527, 3.785)
H (-3.076, 1.692, 2.768)
H (1.958, -1.486, -3.987)
H (1.886, -1.996, 4.969)
H (-2.167, 4.045, 0.230)
H (2.979, -0.711, -2.882)
H (-5.281, 3.658, 0.819)
H (0.787, 4.518, 0.539)
H (2.912, 1.811, 4.953)
H (-2.483, 2.975, -2.813)
H (1.124, 3.692, -3.152)
H (2.949, -6.228, 2.151)
H (0.629, 6.058, 1.433)
H (-6.611, 2.333, -0.561)
H (-3.283, 5.081, 1.144)
H (0.008, -1.079, -6.770)
H (4.220, -0.634, 2.689)
H (2.253, -5.548, 3.618)
H (-6.546, 3.905, -1.267)
H (4.877, -0.570, 4.872)
H (2.430, -4.598, -1.857)
H (-4.064, 0.895, -2.116)
H (4.814, 0.777, 6.042)
H (-2.444, 0.563, -6.710)
H (-4.156, -0.748, -2.649)
H (0.546, -3.109, 5.039)
H (2.002, 2.043, -4.594)
H (-2.534, 5.728, -0.200)
H (-2.912, -0.589, 3.147)
H (-1.134, -1.950, 2.644)
H (0.243, -4.891, 2.333)
H (4.506, -2.286, 6.359)
H (1.380, -2.787, 3.464)

Results of the Löwdin charge analysis, in e, for atoms 1 through 2: 0.856, 0.835



[2]
Here is a cluster of 2 separate species, C20H41F3N2O4S in total from the Open Molecules 2025 dataset. Energies are from ωB97M-V with the def2-TZVPD basis set.

Calculated values
Net charge = 0
E_HOMO = -6.149 eV

Cartesian coordinates (Å):
S (3.138, 1.830, -0.695)
F (0.192, -4.324, -1.157)
F (0.519, -5.800, 0.375)
F (-1.492, -5.353, -0.265)
O (-1.613, -2.962, 1.102)
O (0.723, -3.006, 1.208)
O (-6.749, 0.288, -0.499)
O (-5.476, -1.083, -1.761)
N (4.648, -2.120, -0.733)
N (3.093, 1.237, 0.845)
C (-3.081, 3.238, -0.572)
C (-0.291, -4.783, 0.019)
C (3.558, 0.523, -1.862)
C (-0.583, 3.519, -0.088)
C (5.256, -1.404, -1.855)
C (-1.956, -2.239, -1.250)
C (-6.305, -1.936, 0.336)
C (0.749, 2.812, 0.200)
C (4.355, 1.374, 1.637)
C (4.928, 0.020, 2.114)
C (-4.583, 1.328, 0.196)
C (5.039, 0.103, -1.759)
C (-1.705, 2.529, -0.442)
C (1.410, 2.227, -1.061)
C (-5.907, 1.454, -0.565)
C (4.937, -0.110, 3.645)
C (-4.040, 2.737, 0.521)
C (-1.638, -1.895, 0.200)
C (-6.104, -0.897, -0.737)
C (-0.354, -3.731, 1.166)
H (-5.771, 1.750, -1.607)
H (6.336, -1.572, -1.807)
H (4.930, -1.777, -2.838)
H (5.795, -0.713, 3.955)
H (1.459, 3.447, 0.735)
H (-3.480, 2.748, 1.462)
H (2.853, -0.305, -1.742)
H (-4.710, 0.714, 1.091)
H (5.041, 0.856, 4.144)
H (-1.797, 1.804, 0.372)
H (5.085, 1.933, 1.049)
H (-1.090, -2.637, -1.772)
H (-6.483, 2.247, -0.080)
H (1.381, 2.924, -1.901)
H (0.529, 1.964, 0.852)
H (0.905, 1.301, -1.347)
H (-0.572, -4.380, 2.046)
H (-0.708, -1.324, 0.268)
H (-3.492, 3.102, -1.576)
H (-2.437, -1.235, 0.565)
H (-7.348, -2.271, 0.263)
H (5.937, -0.076, 1.702)
H (2.718, 0.289, 0.879)
H (4.353, -0.801, 1.680)
H (3.642, -2.150, -0.836)
H (5.568, 0.562, -2.601)
H (-4.864, 3.450, 0.632)
H (3.372, 0.961, -2.847)
H (-2.273, -1.338, -1.786)
H (4.021, -0.587, 3.995)
H (-2.756, -2.977, -1.311)
H (-3.837, 0.847, -0.445)
H (-5.658, -2.792, 0.164)
H (-1.440, 1.955, -1.335)
H (-0.858, 4.033, 0.839)
H (-0.487, 4.252, -0.898)
H (4.101, 1.996, 2.498)
H (-6.195, -1.509, 1.333)
H (4.963, -3.081, -0.736)
H (5.507, 0.494, -0.853)
H (-2.907, 4.316, -0.466)

Results of the Löwdin charge analysis, in e, for atoms 1 through 2: 1.139, 0.091